Entry 1:
Below is C31H47ClInN3O7P as an isolated structure at a distorted geometry, with properties calculated with ωB97M-V/def2-TZVPD.

Computed properties:
Total charge: -1
LUMO level (alpha / beta) in eV: 1.861 / 1.861
ΔE to the lowest compared entry with this formula, charge and spin in kcal per mole: 0.0
Total energy in Eh: -2891.79500

Each line ends with the Mulliken charge.
Element x y z (Å)
C -0.613 4.364 -2.490  -1.05
H -4.529 -1.895 2.103  0.28
H 0.450 -0.105 -4.247  0.14
C 1.365 2.263 5.317  -0.61
C -1.385 -1.208 -4.490  -0.96
H -3.027 -4.881 4.233  0.36
C -1.305 1.895 4.417  -0.15
O 2.033 2.249 1.757  -0.70
H -0.975 0.768 -3.721  -0.05
H 0.090 2.663 -0.388  1.03
H -2.403 -1.165 -4.081  0.41
H 0.340 -3.075 2.686  -0.04
C -0.216 1.782 3.500  1.03
C 4.129 1.282 -3.536  -0.94
H -3.066 -5.202 1.682  0.38
H 1.256 3.278 -2.397  0.36
H -2.617 5.143 -2.324  0.38
H -2.481 3.728 -3.370  0.29
H -1.849 1.857 6.476  0.45
C 0.427 -2.095 -2.309  -0.91
H -2.132 1.257 -1.970  0.23
C -2.547 3.269 -1.255  -0.83
C -0.235 -0.709 -2.278  0.52
In 1.094 0.307 1.224  1.53
N -2.648 1.603 3.948  -0.29
H 3.054 -1.379 -1.686  0.12
C -0.871 -2.652 -4.416  -0.78
H -3.211 -2.828 0.396  0.57
C -1.268 -2.962 1.334  0.01
H 6.148 0.675 -3.056  0.40
C -2.131 4.166 -2.427  -0.68
C -2.643 -3.124 1.293  -0.71
N 2.223 2.275 3.052  0.70
H 0.027 -2.730 -5.044  0.34
H -3.621 3.060 -1.294  0.40
H -1.000 -5.661 3.116  0.33
H -2.005 1.458 -0.221  -0.13
H 1.995 1.620 -3.714  0.20
C -3.245 -4.222 2.159  -0.88
H 5.112 -0.638 -3.613  0.31
H 4.297 1.420 -4.611  0.38
H 0.282 -4.445 1.632  0.27
O -0.392 2.303 8.451  -0.66
H -1.447 -0.888 -5.540  0.38
H -4.330 -4.108 2.250  0.30
O 1.744 2.415 8.021  -0.63
O -2.921 2.093 2.872  -0.30
C 1.106 2.208 3.941  -0.46
H 0.049 2.538 -3.452  0.11
O 3.368 2.382 3.504  -0.89
C -1.032 1.992 5.770  -0.40
N 0.559 2.319 7.640  0.98
C -0.501 -0.222 -3.710  -0.31
H -1.412 -3.208 -2.397  0.27
C -1.065 -4.588 3.330  -0.93
Cl 2.283 -1.415 2.342  -0.48
H 2.741 1.661 -1.275  0.80
H 5.197 0.652 -0.860  0.35
H 0.688 -2.445 -1.300  0.46
H -0.794 -2.160 0.758  0.42
O -3.066 -0.802 3.048  -0.47
H 3.233 -0.560 -0.144  -0.26
C 0.286 2.214 6.215  -0.13
C -0.370 -3.773 2.212  -0.21
H -0.335 4.939 -3.379  0.41
H 2.467 -0.086 -3.790  0.33
C 2.672 0.869 -3.281  -0.57
H -3.470 -0.785 1.039  0.08
H -1.615 -3.332 -4.846  0.41
H -0.512 -4.427 4.259  0.34
P 0.682 0.518 -1.222  -1.16
H -2.572 -3.205 3.961  0.26
C 5.133 0.261 -2.982  -0.70
H 4.302 2.254 -3.053  0.36
C 0.179 3.054 -2.486  -0.82
C -0.253 2.164 -1.315  0.56
C -0.500 -3.106 -2.998  -0.77
C 2.459 0.710 -1.773  -0.37
C 4.848 -0.148 -1.530  -0.84
H 2.401 2.328 5.650  0.52
H -0.017 -4.091 -3.030  0.43
H -2.367 3.807 -0.316  0.36
C 3.360 -0.422 -1.233  0.05
C -3.615 -1.255 2.033  0.04
C -1.780 1.946 -1.184  -0.51
H 1.371 -2.029 -2.871  0.30
H -0.303 4.944 -1.611  0.40
C -2.529 -4.209 3.524  -0.54
O -0.448 1.132 2.406  -0.26
H 5.432 -1.040 -1.271  0.40
H -1.213 -0.800 -1.770  0.64

***

Entry 2:
Below is C11H23P2Sr as an isolated structure at a distorted geometry, with properties calculated with ωB97M-V/def2-TZVPD.

Computed properties:
Total charge: -1
LUMO level (alpha / beta) in eV: 2.521 / 2.436
Total energy in Eh: -1146.14259

Each line ends with the Mulliken charge.
Element x y z (Å)
C 4.292 0.625 -2.147  -0.80
C -3.069 -0.764 1.862  -1.58
H -2.166 2.007 -0.962  0.25
C -0.855 0.246 -0.829  0.28
H 0.476 2.983 1.497  0.35
H -0.897 -0.803 -1.199  0.19
H -1.755 -1.852 0.541  0.37
C 2.223 -0.394 -2.700  -0.03
H -1.162 -1.718 2.236  -0.07
C 2.461 0.671 -3.585  -0.84
H -3.042 0.461 -0.867  0.23
H -1.012 3.913 1.714  0.38
P 0.832 -3.902 2.675  -0.16
Sr 0.828 -2.029 0.295  -0.37
H 1.922 -4.845 2.648  0.04
H 1.406 -1.124 -2.720  0.32
H -0.625 3.236 0.128  0.29
C -2.141 0.951 -1.257  -1.53
H 3.626 -1.163 -0.937  0.15
H -2.388 1.822 1.265  0.37
H -1.371 1.699 2.711  0.43
C -1.344 1.782 1.611  -0.67
H -2.217 0.921 -2.353  0.40
H 4.124 2.155 -3.774  0.39
C 3.453 -0.423 -1.726  -0.34
C -0.579 3.043 1.206  -1.29
H 1.795 0.972 -4.394  0.35
H -3.659 -0.324 1.048  0.24
C -1.669 -1.176 1.416  0.47
H -3.616 -1.651 2.208  0.38
P -0.568 0.265 1.000  0.06
H -3.049 -0.050 2.695  0.30
C 3.696 1.300 -3.254  -0.29
H 5.247 0.885 -1.695  0.36
H 0.982 -3.555 4.059  0.05
H -0.197 -4.885 2.878  0.02
H 0.021 0.722 -1.294  0.30

***

Entry 3:
Below is one molecule with the formula C2HClO4 at a distorted geometry, with properties calculated with ωB97M-V/def2-TZVPD.

Computed properties:
LUMO level (alpha / beta) in eV: -1.649 / -1.326
ΔE to the lowest compared entry with this formula, charge and spin in kcal per mole: 169.1
Total energy in Eh: -837.74755

Each line ends with the Mulliken charge.
Element x y z (Å)
C 0.265 -0.076 0.988  0.40
Cl 1.672 1.475 -0.825  -0.11
O -0.646 -1.062 1.127  0.01
O 1.063 0.201 1.860  -0.53
O -0.622 0.246 -1.162  -0.36
O -1.615 -1.355 0.328  -0.26
C 0.292 0.574 -0.324  0.54
H -0.407 -0.002 -1.992  0.32

***

Entry 4:
Below is one molecule with the formula C4H7NO2, with properties calculated with ωB97M-V/def2-TZVPD.

Computed properties:
LUMO level in eV: 0.884
SMILES string: O=C1CNC[C@@H]1O
ΔE to the lowest compared entry with this formula, charge and spin in kcal per mole: 29.7
Total energy in Eh: -361.83348

Each line ends with the Mulliken charge.
Element x y z (Å)
H 0.528 1.282 -1.166  0.31
C 0.873 0.058 0.559  0.18
H -1.447 -0.817 -1.416  0.26
N -1.222 0.793 0.024  -0.41
O 2.234 -0.045 0.301  -0.53
C -1.292 -0.622 -0.343  -0.40
H 0.362 2.169 0.377  0.35
C 0.090 -1.132 0.020  0.37
C 0.173 1.215 -0.121  -0.66
H -2.068 -1.157 0.215  0.31
H -1.857 1.368 -0.511  0.25
H 0.670 0.094 1.640  0.22
O 0.538 -2.245 -0.123  -0.59
H 2.419 -0.960 0.543  0.34

***

Entry 5:
Below is one molecule with the formula C5H8O at a distorted geometry, with properties calculated with ωB97M-V/def2-TZVPD.

Computed properties:
LUMO level in eV: -0.112
SMILES string: C=C/C(O)=C/C
ΔE to the lowest compared entry with this formula, charge and spin in kcal per mole: 113.4
Total energy in Eh: -270.37712

Each line ends with the Mulliken charge.
Element x y z (Å)
H -0.624 1.670 -1.228  0.29
H -1.112 -1.942 1.461  0.37
H -0.232 -0.171 3.233  0.24
O -1.192 -1.080 -1.077  -0.46
H 0.803 2.384 -1.435  0.35
H -2.049 -0.927 -0.727  0.31
H 1.880 -0.214 -0.862  0.32
C -0.472 -1.055 1.256  -0.42
C 0.383 1.354 -1.464  -1.20
C -0.182 -0.735 -0.198  0.44
H 0.465 0.924 -2.369  0.30
C 0.269 -0.389 2.216  -0.58
C 0.847 0.154 -0.682  -0.28
H 1.215 0.029 1.876  0.32

***

Entry 6:
Below is one molecule with the formula C4H6O2, with properties calculated with ωB97M-V/def2-TZVPD.

Computed properties:
LUMO level in eV: -0.287
ΔE to the lowest compared entry with this formula, charge and spin in kcal per mole: 66.2
Total energy in Eh: -306.40076

Each line ends with the Mulliken charge.
Element x y z (Å)
C 0.449 -1.107 -0.088  -0.06
O -0.247 0.988 1.436  -0.74
H -0.138 1.082 -1.904  0.26
C 0.067 1.414 -0.892  -0.86
H -1.449 -0.849 -1.046  0.29
C -0.952 -0.684 -0.091  -0.45
C -0.458 0.773 0.195  0.60
O 1.162 -1.019 0.972  -0.42
H -1.535 -1.039 0.760  0.24
H 0.572 2.365 -0.753  0.29
H 0.693 -0.259 1.548  0.46
H 0.946 -1.506 -0.972  0.38